ORCA calculation (wB97M-V/def2-TZVPD) on a single C8H11N3O2 molecule at a distorted geometry.

Geometry as XYZ:
```
24
Properties=species:S:1:pos:R:3:forces:R:3:nbo_charge:R:1
C 2.844206 -1.553983 -0.034003 -3.28 2.88 -1.65 -0.137
N 0.015485 1.777846 -0.087048 10.02 1.42 0.94 0.563
C 0.800976 0.444072 -0.103780 1.82 1.10 0.56 -0.071
H -1.061751 -1.960690 -1.062462 0.35 1.68 2.11 0.378
H 1.389904 -2.909949 -0.571384 -1.03 2.49 -0.31 0.217
H -3.361326 0.832111 0.044504 0.26 3.83 1.68 0.367
C 3.266576 -0.261849 0.286297 -0.68 -0.93 0.26 -0.279
H -1.350661 -0.091394 1.390505 -1.46 -1.47 -0.83 0.195
C 1.479450 -1.736788 -0.495521 1.87 -3.64 1.87 -0.296
H -1.179979 -1.735837 1.653949 -0.49 -1.86 0.52 0.214
C -1.696806 -1.125743 0.959529 2.84 3.37 -3.72 -0.222
H 3.458056 -2.373078 0.008264 1.45 -1.92 -0.08 0.202
H -3.449411 -1.985722 -0.091575 -0.48 -1.62 -0.52 0.201
O -1.093136 1.900381 -0.083440 -8.39 -0.49 -0.38 -0.281
C -3.081311 -1.106093 0.323283 -1.67 4.53 6.09 -0.201
H -3.720939 -0.704982 1.384369 0.93 -2.03 -2.91 0.171
H 2.020132 1.749560 0.655300 1.98 -2.94 -1.24 0.279
O 0.785335 2.806107 -0.007873 -1.34 -1.75 -0.44 -0.463
C 2.118360 0.579544 0.231954 2.27 6.08 2.63 -0.156
N -0.864423 -1.107806 -0.410222 -4.78 -3.90 -0.93 -0.653
C 0.402213 -0.830185 -0.334287 3.22 -1.15 -1.00 0.178
H 4.398579 -0.157610 0.594369 -2.82 0.74 -0.41 0.248
H -2.633377 0.010688 -1.346280 -1.21 1.16 2.13 0.382
N -3.272318 0.075840 -0.492713 0.62 -5.56 -4.37 -0.836
```
Positions in Å, forces in eV/Å.

The HOMO-LUMO gap comes out at 8.3972 eV. As for the structure (SMILES): NCCNc1ccccc1[N+](=O)[O-]. The calculation puts the energy above the lowest of the compared OMol25 structures with the same formula, charge and spin at 148.38 kcal per mole. For the lowest unoccupied orbital energy, the calculation gives -0.11 eV. The calculation puts the highest occupied orbital energy at -8.508 eV.

***

ORCA calculation (wB97M-V/def2-TZVPD) on a single C4H6O2 molecule.

Geometry as XYZ:
```
12
Properties=species:S:1:pos:R:3:forces:R:3:nbo_charge:R:1
H -2.267658 -1.239611 -1.290989 0.09 0.07 0.15 0.189
O -2.452883 0.483217 -0.125783 -0.01 0.19 -0.24 -0.694
C -0.436333 -0.740020 -0.336816 0.45 0.19 -0.01 -0.032
H -2.073297 1.071139 -0.792360 -0.12 -0.02 0.14 0.469
O 1.895762 1.565181 -0.015765 -0.15 0.13 0.18 -0.696
C 2.052738 0.162463 -0.128483 0.11 -0.34 -0.08 -0.129
H 2.536031 -0.260281 0.763817 -0.05 0.07 -0.12 0.188
C 0.737944 -0.466462 -0.314290 -0.53 -0.02 0.05 -0.047
H 1.086688 1.709083 0.494217 0.22 0.10 -0.07 0.473
H 2.713610 -0.012368 -0.981136 -0.10 -0.03 0.08 0.205
H -2.270526 -1.428969 0.469823 0.07 0.01 -0.11 0.208
C -1.905714 -0.803730 -0.348597 0.04 -0.34 0.02 -0.134
```
Positions in Å, forces in eV/Å.

The HOMO-LUMO gap comes out at 10.7206 eV. As for the structure (SMILES): OCC#CCO. The calculation puts the energy above the lowest of the compared OMol25 structures with the same formula, charge and spin at 63.87 kcal per mole. For the lowest unoccupied orbital energy, the calculation gives 0.75 eV. The calculation puts the highest occupied orbital energy at -9.972 eV.

***

ORCA calculation (wB97M-V/def2-TZVPD) on 2 unconnected molecules or ions with the total composition C5H12BrOP at a distorted geometry.

Geometry as XYZ:
```
20
Properties=species:S:1:pos:R:3:forces:R:3:nbo_charge:R:1
H -0.925281 2.336781 -1.211370 0.21 0.91 0.85 0.233
C -0.005037 1.450006 0.463771 0.84 -1.49 -0.85 -0.749
H 1.078591 1.736793 0.383219 -0.81 -0.34 0.22 0.232
C 2.563513 -1.148479 -0.568589 -2.14 -1.17 -1.76 -0.612
C -2.331690 -1.380699 0.662996 2.47 3.39 -0.29 -0.600
P -0.156970 -0.087231 -0.666029 -0.86 -0.11 3.91 1.782
C 1.113051 -1.249556 -0.037166 -0.96 -1.95 -0.67 -0.809
H 3.195424 -2.023012 -0.403284 -0.60 -0.38 -0.19 0.222
H -0.238768 1.029510 1.464966 0.27 0.68 -0.51 0.251
O -0.291163 0.097324 -2.104902 0.11 0.18 -1.16 -1.051
H 0.642862 -2.175913 -0.500528 0.82 0.64 0.27 0.241
H 2.318404 -0.995357 -1.651130 1.13 -0.27 0.58 0.225
H -2.042500 2.183161 0.167016 2.38 0.98 -0.30 0.210
H -1.864639 -2.298351 0.713692 0.62 -1.84 0.32 0.180
H 0.904253 -1.471332 1.012589 0.36 0.61 0.20 0.248
H -3.222914 -1.245750 0.125857 -0.94 0.15 -0.55 0.195
C -0.913790 2.504380 -0.099619 -3.61 -3.24 -1.17 -0.629
Br -2.255509 -0.365867 2.302900 -0.40 -0.68 -0.28 0.002
H 3.170292 -0.380981 -0.243929 0.74 2.19 0.91 0.210
H -0.738128 3.484572 0.189543 0.38 1.76 0.47 0.219
```
Positions in Å, forces in eV/Å.

The HOMO-LUMO gap (alpha / beta) comes out at 7.6255 / 7.8402 eV. The calculation puts the energy above the lowest of the compared OMol25 structures with the same formula, charge and spin at 41.56 kcal per mole. For the lowest unoccupied orbital energy (alpha / beta), the calculation gives -0.27 / -0.30 eV. The calculation puts the highest occupied orbital energy (alpha / beta) at -7.893 / -8.135 eV.